[1]
Below is the ion C2H3N2O2 with charge +1 in a non-equilibrium geometry, with properties calculated with ωB97M-V with the def2-TZVPD basis set.

Properties
gap between HOMO and LUMO (alpha / beta) = 8.032 / 6.819 eV
HOMO (alpha / beta) = -16.27 / -15.66 eV
total charge = +1

Each line ends with the Mulliken charge.
Element x y z (Å)
C 0.04 0.72 -0.54  0.4637
C 0.73 -0.30 0.35  -0.0798
N -1.32 0.65 -0.39  0.2069
N -1.64 -0.19 0.56  0.1201
O 0.61 1.47 -1.27  -0.3724
O -2.68 -0.69 0.73  -0.2923
H 0.62 -1.44 0.18  0.3333
H 1.52 0.21 0.99  0.3114
H -1.99 1.32 -0.80  0.3090

---

[2]
Below is the molecule C2H2N2O in a non-equilibrium geometry, with properties calculated with ωB97M-V with the def2-TZVPD basis set.

Properties
structure (SMILES) = N#CC(N)=O
gap between HOMO and LUMO = 11.765 eV
HOMO = -11.41 eV

Each line ends with the Mulliken charge.
Element x y z (Å)
N -1.70 1.73 1.15  -0.3319
C -0.83 1.03 0.92  0.0654
C 0.54 0.14 0.11  0.5973
N 0.16 -0.86 -0.67  -0.3980
O 1.66 0.48 0.46  -0.4859
H -0.83 -1.07 -0.95  0.2655
H 1.00 -1.45 -1.03  0.2876

---

[3]
Below is a structure of composition C11H25AuClNO6P2 in a non-equilibrium geometry, with properties calculated with ωB97M-V with the def2-TZVPD basis set.

Properties
spin multiplicity = 3
⟨S²⟩ = 2.021
gap between HOMO and LUMO (alpha / beta) = 4.660 / 6.147 eV
HOMO (alpha / beta) = -4.43 / -7.30 eV

Each line ends with the Mulliken charge.
Element x y z (Å)
C 0.37 3.59 -1.19  -0.8471
C 0.09 2.46 -0.37  1.0658
N 0.58 1.22 -0.77  -0.3911
C 1.55 1.14 -1.69  0.5000
C 1.90 2.25 -2.45  -0.4865
C 1.27 3.48 -2.23  -0.7305
C -0.62 2.56 0.84  -1.3054
P -0.76 1.10 1.79  0.7016
Au -0.42 -0.49 0.15  0.2707
P 1.88 -1.72 -1.28  1.1624
C 2.36 -0.13 -1.99  -1.0558
O -3.89 3.31 -1.64  -0.5959
O -5.62 -0.57 1.16  -0.5979
H -0.14 4.51 -0.94  0.3918
H 2.66 2.12 -3.22  0.3965
H 1.51 4.33 -2.85  0.3738
C 0.57 0.98 3.01  -1.1277
C -2.34 0.96 2.64  -1.1015
H 2.40 -0.27 -3.08  0.4968
H 3.40 0.02 -1.66  0.3873
H -4.76 3.63 -1.75  0.2876
H -1.01 3.53 1.14  0.3489
C 3.26 -2.85 -1.10  -1.1998
C 0.59 -2.49 -2.26  -1.1841
H -0.83 -1.95 0.76  0.2742
H -5.59 -1.49 0.85  0.3108
H -6.43 -0.23 0.82  0.2981
H -3.70 2.82 -2.46  0.3113
H 1.54 -1.45 0.07  -0.1911
H -1.32 -1.97 0.15  -0.1620
H 0.27 1.48 3.95  0.4111
H 0.79 -0.08 3.19  0.2472
H 1.46 1.48 2.61  0.3258
H -2.52 1.87 3.22  0.3990
H -3.16 0.79 1.93  0.2478
H -2.27 0.09 3.31  0.3680
H 1.03 -3.28 -2.89  0.4258
H -0.15 -2.92 -1.58  0.3419
H 0.12 -1.73 -2.90  0.3997
H 3.42 -3.39 -2.05  0.4052
H 4.16 -2.28 -0.83  0.3895
H 2.99 -3.55 -0.30  0.3572
O 1.28 -4.35 3.45  -0.6790
Cl 1.08 -3.39 2.39  1.7030
O 2.05 -2.29 2.50  -0.6351
O 1.22 -4.03 1.08  -0.6550
O -0.28 -2.82 2.48  -0.6534

---

no.,E_tot (Eh)
1,-337.513157
2,-262.119541
3,-2218.455680